ORCA calculation (the ωB97M-V functional and the def2-TZVPD basis) on a 15-piece molecular cluster, C44H120N2O24 overall.

```
190
Properties=species:S:1:pos:R:3:lowdin_charge:R:1
C -4.980 1.966 6.738 -0.287
C -6.528 1.835 6.928 -0.246
O -7.237 2.029 5.751 -0.054
O -4.585 3.275 6.710 -0.055
H -4.685 1.549 5.775 0.114
H -4.376 1.392 7.441 0.114
H -6.937 2.383 7.777 0.120
H -6.548 0.770 7.158 0.111
H -7.148 2.908 5.375 0.092
H -3.627 3.209 6.708 0.091
C -9.842 4.509 -8.833 -0.245
C -9.698 3.274 -7.889 -0.217
O -10.116 2.020 -8.450 -0.085
O -9.715 5.685 -8.057 -0.064
H -10.691 4.529 -9.517 0.117
H -9.086 4.476 -9.618 0.107
H -10.287 3.450 -6.989 0.111
H -8.693 3.079 -7.516 0.113
H -10.303 1.382 -7.757 0.079
H -10.125 6.363 -8.599 0.084
C 9.152 -1.638 5.295 -0.280
C 8.376 -2.753 5.937 -0.214
O 7.710 -2.322 7.183 -0.083
O 10.321 -1.307 5.988 -0.052
H 8.443 -0.811 5.340 0.118
H 9.420 -1.868 4.264 0.123
H 8.995 -3.629 6.129 0.115
H 7.556 -3.166 5.351 0.119
H 8.431 -2.036 7.749 0.068
H 10.891 -0.968 5.294 0.086
C 8.535 2.706 -2.108 -0.228
C 8.638 3.038 -0.622 -0.280
O 9.853 3.655 -0.346 -0.067
O 9.436 1.609 -2.342 -0.066
H 8.752 3.570 -2.735 0.117
H 7.480 2.439 -2.172 0.117
H 8.607 2.120 -0.035 0.126
H 7.855 3.722 -0.296 0.114
H 9.909 4.465 -0.858 0.090
H 10.309 1.905 -2.073 0.077
C 8.491 -5.001 -1.037 -0.206
C 10.017 -5.047 -0.933 -0.248
O 10.603 -6.251 -1.405 -0.071
O 7.828 -5.575 0.142 -0.089
H 8.186 -5.710 -1.808 0.116
H 8.146 -4.001 -1.300 0.112
H 10.399 -4.936 0.081 0.115
H 10.477 -4.216 -1.468 0.116
H 10.135 -6.956 -0.952 0.082
H 6.930 -5.665 -0.187 0.071
C -8.196 -8.718 -1.938 -0.243
C -8.071 -8.660 -0.352 -0.199
O -8.858 -7.538 0.063 -0.080
O -9.396 -9.300 -2.357 -0.086
H -7.418 -9.338 -2.382 0.108
H -8.266 -7.756 -2.444 0.116
H -7.040 -8.572 -0.009 0.109
H -8.378 -9.582 0.142 0.111
H -9.780 -7.761 -0.088 0.081
H -9.234 -9.579 -3.261 0.083
C 2.315 3.114 9.216 -0.231
C 3.579 2.287 8.883 -0.266
O 3.168 0.992 8.570 -0.064
O 1.582 3.568 8.087 -0.064
H 2.708 3.993 9.727 0.106
H 1.672 2.599 9.929 0.124
H 4.234 2.198 9.750 0.112
H 4.233 2.655 8.093 0.115
H 3.982 0.484 8.543 0.085
H 2.164 4.088 7.527 0.082
C 4.350 -4.353 -9.981 -0.107
O 5.279 -4.953 -9.121 -0.211
C 5.948 -4.070 -8.239 -0.198
C 5.038 -3.468 -7.088 -0.204
N 4.211 -4.510 -6.478 -0.046
C 3.151 -4.021 -5.574 -0.190
C 1.802 -3.648 -6.274 -0.204
O 1.494 -4.518 -7.361 -0.197
C 0.507 -4.044 -8.260 -0.112
H 4.946 -4.036 -10.837 0.089
H 3.808 -3.535 -9.508 0.079
H 3.684 -5.188 -10.198 0.094
H 6.432 -3.266 -8.793 0.113
H 6.720 -4.698 -7.795 0.118
H 4.467 -2.633 -7.492 0.095
H 5.713 -3.023 -6.357 0.111
H 3.636 -4.915 -7.203 0.080
H 3.415 -3.157 -4.964 0.112
H 2.960 -4.798 -4.833 0.103
H 1.973 -2.669 -6.723 0.104
H 1.066 -3.509 -5.483 0.119
H 0.605 -3.000 -8.555 0.082
H -0.512 -4.173 -7.896 0.085
H 0.622 -4.571 -9.208 0.084
C 1.070 2.281 0.475 -0.080
O 1.480 0.919 0.172 -0.206
C 1.611 0.087 1.315 -0.233
C 0.256 -0.281 1.961 -0.184
N -0.465 -1.049 0.919 -0.053
C -1.865 -1.289 1.214 -0.227
C -2.564 -1.901 0.007 -0.202
O -2.716 -1.106 -1.211 -0.208
C -3.650 0.026 -1.129 -0.082
H 0.054 2.351 0.863 0.073
H 1.108 2.984 -0.357 0.084
H 1.734 2.618 1.271 0.082
H 2.338 0.545 1.986 0.110
H 2.236 -0.752 1.009 0.122
H -0.303 0.597 2.285 0.100
H 0.563 -0.807 2.864 0.115
H -0.367 -0.635 0.003 0.105
H -2.342 -0.349 1.492 0.104
H -2.020 -2.042 1.986 0.119
H -3.553 -2.281 0.262 0.113
H -1.992 -2.765 -0.328 0.120
H -3.474 0.685 -0.278 0.069
H -4.669 -0.357 -1.081 0.081
H -3.531 0.699 -1.978 0.080
C 4.586 10.326 4.963 -0.048
C 3.461 9.548 5.726 -0.540
C 2.278 9.484 4.871 -0.084
O 3.889 8.243 5.771 -0.049
H 5.449 10.579 5.579 0.071
H 4.180 11.273 4.609 0.072
H 4.946 9.756 4.106 0.084
H 3.226 9.941 6.715 0.140
H 2.491 9.057 3.891 0.095
H 1.993 10.527 4.740 0.082
H 1.429 9.005 5.358 0.088
H 4.786 8.314 6.105 0.088
C 5.069 9.661 -2.593 -0.062
C 5.408 8.758 -3.725 -0.554
C 4.378 8.479 -4.822 -0.050
O 6.448 9.353 -4.385 -0.052
H 4.025 9.504 -2.321 0.081
H 5.039 10.696 -2.931 0.082
H 5.802 9.463 -1.811 0.089
H 5.699 7.841 -3.213 0.137
H 4.761 7.937 -5.686 0.080
H 4.068 9.438 -5.237 0.078
H 3.523 7.947 -4.404 0.075
H 6.220 10.210 -4.754 0.096
C -5.225 -4.998 6.718 -0.081
C -3.862 -5.501 7.194 -0.484
C -3.114 -4.399 7.904 -0.057
O -4.327 -6.436 8.148 -0.070
H -5.735 -4.422 7.490 0.081
H -5.943 -5.765 6.430 0.076
H -5.173 -4.265 5.914 0.072
H -3.302 -6.020 6.417 0.134
H -2.953 -3.520 7.281 0.082
H -2.208 -4.755 8.396 0.081
H -3.749 -3.988 8.689 0.081
H -4.747 -7.155 7.670 0.085
C -12.540 -1.515 1.531 -0.067
C -12.220 -1.162 0.070 -0.450
C -11.423 0.238 -0.077 -0.045
O -11.465 -2.199 -0.584 -0.057
H -13.021 -0.667 2.018 0.079
H -11.601 -1.788 2.012 0.082
H -13.310 -2.286 1.557 0.078
H -13.174 -1.074 -0.449 0.120
H -11.943 1.160 0.181 0.064
H -11.074 0.351 -1.103 0.062
H -10.516 0.154 0.522 0.065
H -11.185 -2.762 0.142 0.070
C -3.850 6.864 -6.472 -0.078
C -4.328 6.519 -5.127 -0.558
C -3.358 6.754 -4.012 -0.053
O -5.505 7.255 -4.876 -0.041
H -4.634 6.607 -7.184 0.079
H -3.080 6.217 -6.891 0.083
H -3.590 7.913 -6.618 0.091
H -4.545 5.451 -5.126 0.135
H -3.803 6.468 -3.059 0.084
H -3.027 7.793 -4.024 0.085
H -2.495 6.134 -4.252 0.083
H -6.251 6.931 -5.387 0.090
C 0.697 -8.185 1.530 -0.058
C 1.439 -7.231 2.499 -0.537
C 2.501 -7.954 3.218 -0.083
O 2.045 -6.305 1.671 -0.034
H -0.102 -7.653 1.014 0.070
H 0.273 -9.039 2.059 0.072
H 1.349 -8.596 0.760 0.079
H 0.758 -6.828 3.247 0.140
H 3.228 -8.447 2.572 0.086
H 2.298 -8.688 3.997 0.085
H 3.075 -7.158 3.693 0.081
H 1.637 -5.438 1.733 0.099
```

2S+1 ... 1
Energy ... -99681.0085 eV
LUMO ... 0.13 eV

***

ORCA calculation (the ωB97M-V functional and the def2-TZVPD basis) on a 12-piece molecular cluster, C44H120N8O12 overall.

```
184
Properties=species:S:1:pos:R:3:lowdin_charge:R:1
C 2.142 3.412 -2.524 -0.092
O 2.430 4.776 -2.203 -0.190
C 2.215 5.694 -3.258 -0.240
C 2.205 7.090 -2.697 -0.451
C 1.682 8.077 -3.735 -0.066
N 3.523 7.510 -2.153 0.026
H 1.146 3.240 -3.013 0.082
H 2.225 2.845 -1.592 0.089
H 2.916 2.984 -3.157 0.065
H 3.006 5.625 -4.025 0.130
H 1.269 5.488 -3.764 0.119
H 1.576 6.963 -1.805 0.130
H 1.637 9.109 -3.402 0.069
H 0.671 7.792 -4.063 0.076
H 2.381 8.032 -4.615 0.092
H 4.306 7.354 -2.819 0.081
H 3.691 7.017 -1.259 0.078
C -3.885 -1.171 -3.496 -0.110
O -3.071 -0.095 -2.977 -0.181
C -3.568 1.085 -3.670 -0.216
C -3.160 2.328 -2.987 -0.414
C -1.643 2.514 -3.073 -0.050
N -3.665 2.450 -1.610 0.092
H -3.923 -1.291 -4.552 0.077
H -4.936 -1.147 -3.137 0.103
H -3.380 -2.065 -3.139 0.059
H -3.122 1.168 -4.681 0.131
H -4.650 0.967 -3.781 0.123
H -3.680 3.045 -3.592 0.135
H -1.416 3.567 -3.010 0.066
H -1.244 2.072 -3.996 0.074
H -1.070 2.082 -2.265 0.042
H -3.589 1.626 -1.049 0.034
H -4.561 2.869 -1.540 0.064
C -1.885 -7.042 -0.835 -0.090
O -2.765 -6.036 -1.306 -0.208
C -3.803 -5.876 -0.389 -0.241
C -4.569 -4.695 -0.891 -0.439
C -3.696 -3.424 -0.904 -0.044
N -5.791 -4.478 -0.147 0.053
H -1.429 -6.693 0.065 0.061
H -1.178 -7.245 -1.622 0.081
H -2.444 -8.000 -0.609 0.109
H -4.289 -6.846 -0.335 0.126
H -3.392 -5.705 0.602 0.109
H -4.619 -4.926 -1.979 0.148
H -3.501 -2.970 0.077 0.079
H -4.192 -2.680 -1.481 0.032
H -2.716 -3.736 -1.317 0.072
H -6.449 -5.206 -0.443 0.084
H -6.169 -3.555 -0.348 0.071
C 0.234 -1.462 5.250 -0.076
O -0.224 -2.162 4.074 -0.197
C 0.411 -3.422 3.961 -0.215
C -0.077 -4.249 2.781 -0.474
C -1.522 -4.589 2.789 -0.057
N 0.785 -5.416 2.689 0.040
H 0.025 -2.040 6.163 0.096
H -0.334 -0.567 5.275 0.059
H 1.267 -1.136 5.189 0.075
H 1.500 -3.271 3.865 0.127
H 0.191 -4.018 4.893 0.141
H 0.062 -3.620 1.870 0.130
H -1.817 -4.775 1.764 0.048
H -2.181 -3.789 3.144 0.082
H -1.733 -5.505 3.392 0.100
H 0.590 -5.959 3.535 0.087
H 0.463 -6.027 1.907 0.085
C 5.256 4.859 5.416 -0.118
O 3.961 4.332 5.443 -0.193
C 3.779 3.176 4.641 -0.214
C 2.301 2.860 4.623 -0.411
C 2.048 1.607 3.755 -0.069
N 1.421 3.918 4.093 0.068
H 5.300 5.782 6.079 0.110
H 5.506 5.180 4.425 0.074
H 5.950 4.080 5.805 0.095
H 4.095 3.308 3.605 0.128
H 4.300 2.260 5.030 0.141
H 1.951 2.645 5.647 0.131
H 1.011 1.330 3.651 0.044
H 2.586 0.714 4.144 0.081
H 2.409 1.820 2.720 0.086
H 1.589 4.008 3.104 0.066
H 1.694 4.773 4.558 0.096
C 1.489 0.499 -4.015 -0.068
O 2.926 0.775 -3.905 -0.200
C 3.511 -0.163 -3.001 -0.231
C 4.962 -0.189 -3.207 -0.442
C 5.752 -1.280 -2.454 -0.046
N 5.548 1.087 -2.768 0.061
H 1.408 -0.493 -4.473 0.070
H 1.066 1.208 -4.731 0.087
H 0.950 0.522 -3.072 0.073
H 3.220 0.103 -1.994 0.107
H 3.139 -1.197 -3.163 0.128
H 5.133 -0.390 -4.269 0.138
H 6.829 -1.240 -2.796 0.098
H 5.380 -2.255 -2.704 0.064
H 5.682 -1.058 -1.413 0.060
H 6.522 1.170 -2.916 0.057
H 5.092 1.837 -3.235 0.049
C -0.112 -3.997 -2.667 -0.086
O 0.853 -3.238 -3.425 -0.228
C 1.072 -3.741 -4.748 -0.190
C -0.119 -3.557 -5.720 -0.506
C 0.381 -3.852 -7.108 -0.074
N -0.815 -2.332 -5.617 0.060
H 0.099 -5.050 -2.604 0.078
H -1.110 -3.799 -3.132 0.093
H -0.105 -3.564 -1.685 0.059
H 1.991 -3.260 -5.073 0.124
H 1.207 -4.820 -4.684 0.118
H -0.815 -4.417 -5.539 0.140
H 0.993 -2.991 -7.418 0.086
H -0.434 -4.087 -7.800 0.084
H 1.067 -4.717 -7.063 0.087
H -0.677 -2.014 -4.639 0.071
H -0.374 -1.626 -6.198 0.073
C 3.616 -0.738 1.145 -0.073
O 3.985 -2.131 1.047 -0.198
C 3.072 -2.973 0.390 -0.217
C 3.602 -4.433 0.357 -0.433
C 2.592 -5.362 -0.317 -0.048
N 3.905 -4.877 1.674 0.056
H 4.543 -0.277 1.501 0.093
H 2.844 -0.643 1.939 0.073
H 3.273 -0.330 0.169 0.073
H 2.126 -2.999 0.921 0.102
H 2.821 -2.670 -0.651 0.120
H 4.504 -4.465 -0.272 0.139
H 2.402 -4.941 -1.300 0.067
H 1.702 -5.270 0.269 0.037
H 2.917 -6.377 -0.335 0.075
H 4.612 -4.331 2.101 0.059
H 3.103 -4.978 2.259 0.033
C -2.334 2.144 4.694 -0.071
C -2.009 3.456 5.386 -0.453
C -1.099 3.187 6.622 -0.048
O -1.422 4.340 4.409 -0.095
H -1.404 1.566 4.540 0.059
H -2.747 2.403 3.676 0.087
H -3.110 1.453 5.084 0.078
H -2.911 3.974 5.784 0.143
H -0.122 2.792 6.416 0.042
H -1.661 2.617 7.371 0.082
H -0.981 4.220 7.000 0.084
H -0.503 4.056 4.284 0.030
C -0.476 0.352 1.540 -0.042
C -0.948 0.135 0.157 -0.460
C -0.268 -1.007 -0.582 -0.035
O -2.382 -0.075 0.170 -0.057
H -1.064 1.195 1.856 0.076
H 0.588 0.515 1.499 0.066
H -0.659 -0.514 2.190 0.088
H -0.700 1.055 -0.462 0.122
H -0.619 -1.060 -1.619 0.076
H -0.677 -1.849 -0.025 0.075
H 0.831 -0.984 -0.532 0.077
H -2.694 -0.307 -0.687 0.050
C -4.293 -0.933 2.787 -0.047
C -5.116 -0.138 1.771 -0.503
C -6.517 0.205 2.295 -0.045
O -4.472 1.060 1.437 -0.071
H -3.487 -1.496 2.307 0.053
H -4.823 -1.716 3.316 0.072
H -3.849 -0.240 3.529 0.076
H -5.188 -0.741 0.865 0.119
H -6.485 0.574 3.320 0.078
H -7.071 -0.727 2.446 0.079
H -6.955 0.921 1.646 0.063
H -3.559 0.869 1.160 0.041
C -1.449 5.857 -0.175 -0.051
C -1.118 4.981 1.006 -0.502
C -0.070 3.941 0.669 -0.042
O -0.663 5.742 2.106 -0.049
H -1.792 5.274 -0.987 0.048
H -0.598 6.417 -0.569 0.072
H -2.207 6.598 0.021 0.079
H -2.110 4.548 1.285 0.150
H 0.810 4.564 0.348 0.097
H -0.377 3.314 -0.176 0.060
H 0.277 3.339 1.536 0.061
H -1.217 5.500 2.849 0.045
```

2S+1 ... 1
Energy ... -84059.9393 eV
LUMO ... 0.55 eV